{
  "formula": "C17H21F3N2O3S",
  "method": "ωB97M-V/def2-TZVPD",
  "elements": ["C", "C", "N", "C", "O", "C", "C", "F", "F", "F", "C", "C", "O", "N", "C", "C", "C", "C", "C", "C", "C", "C", "O", "C", "C", "S", "H", "H", "H", "H", "H", "H", "H", "H", "H", "H", "H", "H", "H", "H", "H", "H", "H", "H", "H", "H", "H"],
  "coordinates": [[-3.701, 4.444, 3.201], [-2.932, 3.523, 2.314], [-2.767, 2.302, 2.660], [-2.135, 1.571, 1.684], [-1.969, 0.170, 1.580], [-2.932, -0.650, 2.290], [-3.587, -1.561, 1.333], [-4.455, -2.436, 1.991], [-4.346, -0.808, 0.596], [-2.794, -2.368, 0.640], [-1.622, 2.460, 0.726], [-0.543, 2.092, -0.113], [-0.248, 2.803, -0.973], [0.111, 0.924, 0.012], [1.154, 0.555, -0.903], [0.701, -0.407, -2.035], [0.215, -1.698, -1.383], [1.430, -2.338, -0.665], [1.969, -1.522, 0.511], [2.402, -0.100, -0.107], [3.565, -0.312, -1.061], [3.049, -1.217, -2.242], [4.143, -1.583, -3.183], [2.596, -2.575, -1.686], [1.818, -0.678, -2.967], [-2.165, 4.013, 0.877], [-4.612, 3.889, 3.293], [-3.405, 4.516, 4.209], [-3.764, 5.432, 2.664], [-3.662, -0.173, 2.938], [-2.411, -1.318, 2.939], [-0.305, 0.287, 0.723], [1.415, 1.488, -1.340], [-0.119, 0.207, -2.485], [-0.582, -1.498, -0.752], [-0.179, -2.388, -2.159], [1.094, -3.249, -0.304], [1.084, -1.445, 1.213], [2.824, -2.134, 0.987], [2.816, 0.551, 0.627], [3.760, 0.588, -1.446], [4.493, -0.606, -0.552], [5.031, -1.351, -2.854], [2.257, -3.305, -2.331], [3.582, -2.997, -1.259], [1.559, -1.360, -3.806], [2.168, 0.262, -3.403]],
  "forces_ev_per_a": [[-0.4, 0.6, -2.4], [0.4, 1.3, 1.1], [-0.8, -3.6, 0.0], [0.3, 2.1, -0.7], [-1.4, 1.7, 1.6], [1.7, -0.4, 0.9], [-1.7, -1.3, 1.2], [0.8, 0.9, -0.1], [-1.0, 0.4, -2.3], [0.3, 0.5, -0.5], [-0.3, -4.3, 1.7], [-0.5, -3.2, 1.1], [2.0, 5.4, -5.5], [-1.1, -2.1, 2.4], [1.6, -1.7, 1.3], [-1.6, 1.1, 1.4], [1.9, -0.4, -1.9], [1.2, 0.9, -0.9], [-0.5, 0.7, -0.1], [-1.1, -1.5, 0.0], [-1.9, -3.3, -0.4], [1.3, -2.4, 0.2], [-0.7, 1.0, 0.2], [1.7, 1.2, 3.2], [2.0, 1.1, -1.5], [-0.2, 1.1, 0.4], [-1.3, 0.5, -0.1], [1.2, 0.3, 1.0], [-0.4, -0.9, 1.0], [0.0, 0.7, -0.5], [0.9, -0.2, 0.7], [1.1, 0.4, -1.2], [0.8, 0.7, -0.5], [0.4, -0.9, -0.2], [-1.5, 0.3, 1.6], [0.3, 0.2, 0.3], [-0.5, -2.0, 0.8], [1.3, 0.2, -0.2], [-1.2, 1.3, -0.5], [-0.4, 0.7, 1.0], [1.0, 3.8, -1.8], [-0.4, -0.7, -0.2], [-0.9, 0.1, 0.1], [-0.5, -1.1, -2.3], [-1.7, 0.3, 0.1], [0.1, 0.3, 0.6], [-0.3, 0.2, -0.4]],
  "molar_mass_g_mol": 390.43,
  "relative_energy_kcal_mol": 65.14,
  "gap_ev": 9.2,
  "e_homo_ev": -8.9,
  "multiplicity": 1,
  "total_energy_ev": -46079.043,
  "smiles": "Cc1nc(OCC(F)(F)F)c(C(=O)N[C@@H]2[C@@H]3C[C@@H]4C[C@H]2C[C@@](O)(C4)C3)s1"
}